Entry 1:
Formula: C47H47AsCl4N5O4P2S3W
Source: OMol25
Level of theory: the ωB97M-V functional and the def2-TZVPD basis

The molar mass comes out at 1304.6 g/mol. The calculation puts the energy relative to the best compared isomer or geometry (same formula, charge and spin) at 18.4 kcal/mol. As for the HOMO-LUMO gap (spin up / spin down): 6.91 / 6.92 eV. The lowest unoccupied orbital energy (spin up / spin down) comes out at -2.85 / -2.84 eV. The calculated total energy is -8414.79675 Ha. As for the net charge: +1. For the HOMO energy (spin up / spin down), the calculation gives -9.7613 / -9.7565 eV.

```
114
Properties=species:S:1:pos:R:3:forces:R:3:lowdin_charge:R:1
W -0.494 -0.426 0.822 0.13 0.52 0.48 1.150
N 1.244 -8.293 2.667 -0.08 0.01 0.05 0.120
C 1.331 -7.064 2.068 0.02 0.01 -0.02 -0.312
C 0.721 -6.827 0.830 0.00 -0.01 0.01 -0.024
C 0.781 -5.577 0.247 -0.02 0.00 -0.01 -0.077
C 1.452 -4.546 0.892 -0.01 0.00 0.04 -0.315
C 2.076 -4.765 2.117 -0.01 -0.01 0.00 -0.050
C 2.007 -6.010 2.702 0.00 -0.01 0.00 -0.014
S 1.532 -2.980 0.124 -0.10 -0.11 0.10 0.594
O 0.486 -2.928 -0.871 0.03 -0.01 -0.01 -0.355
O 2.883 -2.695 -0.274 0.01 0.01 0.03 -0.279
N 1.047 -1.888 1.246 0.09 0.21 -0.46 -0.223
C 1.898 -1.123 2.012 -0.07 -0.22 0.06 -0.502
N 2.969 -1.546 2.653 0.02 0.00 0.01 0.161
C 3.600 -0.615 3.376 0.00 0.00 -0.01 -0.080
C 3.167 0.698 3.478 0.00 0.00 0.01 -0.014
C 2.022 1.036 2.778 -0.06 0.05 0.08 -0.067
N 1.406 0.127 2.038 -0.03 -0.01 -0.14 0.013
H 0.936 -9.081 2.126 0.03 0.00 -0.01 0.100
H 1.837 -8.499 3.450 0.02 0.00 -0.02 0.100
H 0.202 -7.634 0.326 0.00 0.00 0.00 0.115
H 0.306 -5.392 -0.707 0.01 0.00 0.01 0.116
H 2.610 -3.959 2.606 0.00 0.00 0.00 0.098
H 2.484 -6.183 3.659 0.00 0.00 -0.01 0.116
H 4.487 -0.946 3.903 -0.01 0.00 0.00 0.122
H 3.692 1.422 4.082 0.00 -0.01 0.00 0.113
H 1.587 2.030 2.801 0.01 0.00 -0.01 0.128
Cl -1.821 3.215 6.438 0.00 0.00 0.00 0.698
C -1.615 1.898 5.353 0.00 -0.01 0.00 -0.700
C -1.585 0.586 5.831 0.00 0.01 -0.01 -0.697
Cl -1.752 0.275 7.513 0.00 0.00 0.00 0.699
C -1.413 -0.483 4.947 -0.02 0.00 0.01 -0.611
Cl -1.330 -2.119 5.494 -0.03 0.02 -0.02 0.733
C -1.291 -0.232 3.589 0.02 -0.03 -0.01 -0.389
O -1.164 -1.152 2.637 -0.06 -0.09 0.03 -0.350
C -1.295 1.077 3.125 0.04 -0.02 0.00 -0.363
O -1.087 1.200 1.804 -0.10 -0.03 -0.04 -0.347
C -1.460 2.146 3.987 0.02 0.00 0.01 -0.604
Cl -1.424 3.741 3.337 0.00 0.00 0.00 0.745
C 0.767 6.560 -4.026 0.00 0.00 -0.01 -0.414
S 0.124 6.419 -2.350 0.00 0.01 0.00 0.821
C 0.899 4.854 -1.882 0.02 0.00 0.00 -0.530
C 0.498 4.512 -0.453 0.04 0.06 0.06 -0.255
C 0.677 3.044 -0.054 0.02 0.03 -0.06 -0.249
N 0.333 2.054 -1.131 -0.04 -0.10 -0.02 -0.375
P 1.262 0.567 -1.075 0.07 0.03 -0.14 1.009
C 1.450 0.143 -2.841 -0.02 0.00 0.00 -0.346
C 2.021 -1.081 -3.178 -0.01 -0.02 0.02 -0.076
C 2.225 -1.404 -4.511 0.01 0.00 0.01 -0.060
C 1.872 -0.508 -5.510 0.00 0.01 0.01 -0.070
C 1.325 0.723 -5.173 -0.01 -0.02 -0.01 -0.066
C 1.116 1.050 -3.843 -0.01 0.00 0.00 -0.098
C 2.992 1.089 -0.801 -0.02 -0.02 -0.01 -0.322
C 3.434 2.215 -1.501 -0.03 0.04 0.04 -0.087
C 4.758 2.605 -1.433 0.01 -0.01 0.00 -0.056
C 5.667 1.856 -0.692 0.00 0.01 -0.01 -0.063
C 5.243 0.712 -0.039 0.00 0.00 0.00 -0.056
C 3.908 0.325 -0.093 -0.01 0.00 0.02 -0.083
P -1.202 1.268 -0.887 -0.06 -0.06 0.01 0.875
C -2.431 2.527 -0.481 0.01 0.04 -0.04 -0.315
C -2.432 3.762 -1.129 -0.02 -0.06 -0.05 -0.116
C -3.414 4.700 -0.850 -0.01 0.00 0.00 -0.053
C -4.415 4.401 0.062 0.01 0.01 0.00 -0.058
C -4.434 3.165 0.695 0.00 -0.01 0.01 -0.063
C -3.444 2.233 0.429 -0.01 0.00 -0.03 -0.092
C -1.722 0.629 -2.513 0.01 0.00 0.00 -0.348
C -1.414 -0.690 -2.854 0.04 0.00 0.01 -0.175
C -1.734 -1.190 -4.106 0.01 0.00 -0.02 -0.056
C -2.366 -0.380 -5.036 0.00 0.00 0.00 -0.062
C -2.691 0.928 -4.704 -0.01 0.01 0.01 -0.064
C -2.378 1.428 -3.451 0.01 -0.03 0.01 -0.067
H 0.356 7.470 -4.457 0.00 0.00 0.00 0.032
H 0.457 5.711 -4.636 0.00 0.00 0.00 0.034
H 1.853 6.634 -4.022 0.00 0.00 0.00 0.036
H 1.983 4.946 -1.979 0.00 0.00 0.00 0.077
H 0.564 4.073 -2.570 0.00 0.01 0.01 0.051
H -0.536 4.813 -0.285 0.11 0.00 0.03 0.069
H 1.094 5.104 0.246 0.00 0.01 0.00 0.123
H 0.079 2.853 0.839 0.01 0.00 0.03 0.067
H 1.717 2.879 0.221 0.01 -0.01 -0.04 0.092
H 2.311 -1.785 -2.408 -0.01 0.01 0.01 0.080
H 2.666 -2.358 -4.767 0.00 0.00 0.00 0.110
H 2.030 -0.764 -6.550 0.00 0.00 0.00 0.107
H 1.053 1.429 -5.948 0.00 0.00 0.00 0.109
H 0.673 2.002 -3.582 -0.01 0.00 0.00 0.087
H 2.738 2.779 -2.109 0.00 0.01 0.02 0.093
H 5.088 3.484 -1.972 0.00 0.00 0.00 0.111
H 6.705 2.155 -0.647 0.00 0.00 0.00 0.110
H 5.951 0.101 0.506 0.00 0.00 0.00 0.112
H 3.617 -0.605 0.366 -0.01 -0.02 0.02 0.066
H -1.657 4.013 -1.844 -0.09 -0.05 -0.03 0.086
H -3.387 5.661 -1.345 0.00 0.00 -0.01 0.113
H -5.181 5.133 0.283 0.00 0.00 0.00 0.111
H -5.215 2.932 1.407 0.01 0.00 0.00 0.110
H -3.458 1.276 0.933 0.01 -0.02 0.01 0.077
H -0.898 -1.333 -2.152 0.02 0.02 -0.05 0.028
H -1.474 -2.211 -4.353 0.00 0.00 0.00 0.116
H -2.611 -0.767 -6.016 0.00 0.00 0.00 0.110
H -3.200 1.561 -5.420 0.00 0.00 0.00 0.109
H -2.662 2.441 -3.212 0.00 0.08 0.04 0.094
C -1.863 -4.035 2.299 0.00 -0.02 0.04 -0.215
As -3.154 -2.809 1.594 0.07 -0.01 -0.09 0.884
C -4.212 -1.945 2.944 0.02 0.01 -0.01 -0.203
C -4.418 -3.903 0.642 0.00 0.00 -0.01 -0.254
S -2.423 -1.471 0.006 -0.07 -0.22 0.00 0.349
H -2.364 -4.691 3.010 0.00 0.00 0.00 0.056
H -1.066 -3.477 2.781 -0.02 -0.01 -0.01 0.011
H -1.474 -4.619 1.466 0.01 -0.01 0.00 0.034
H -4.993 -2.635 3.261 0.01 0.00 0.01 0.050
H -4.662 -1.060 2.499 0.00 0.00 0.01 0.048
H -3.592 -1.667 3.788 0.07 0.04 0.06 0.008
H -4.845 -4.635 1.326 -0.01 -0.01 0.00 0.046
H -3.910 -4.412 -0.175 0.00 0.01 0.00 0.042
H -5.207 -3.272 0.239 0.00 0.00 0.00 0.044
```
Positions in Å, forces in eV/Å.

Entry 2:
Formula: FH2NS2
Source: OMol25
Level of theory: the ωB97M-V functional and the def2-TZVPD basis

The molar mass comes out at 99.2 g/mol. The calculation puts the energy relative to the best compared isomer or geometry (same formula, charge and spin) at 0.3 kcal/mol. As for the HOMO-LUMO gap: 9.82 eV. The lowest unoccupied orbital energy comes out at 0.46 eV. The calculated total energy is -952.13945 Ha. For the HOMO energy, the calculation gives -9.3595 eV. The structure (SMILES) is FSNS.

```
6
Properties=species:S:1:pos:R:3:forces:R:3:lowdin_charge:R:1
F -1.730 -0.645 -0.793 0.14 0.03 0.22 -0.501
S -1.467 0.338 0.504 0.26 0.09 -0.11 0.819
N 0.153 0.305 0.733 0.60 -2.86 1.73 -0.950
S 1.288 0.863 -0.363 0.23 -1.34 -2.36 0.627
H 0.595 -0.579 1.195 -1.61 2.09 -0.68 0.073
H 1.162 -0.283 -1.277 0.37 2.00 1.20 -0.069
```
Positions in Å, forces in eV/Å.

Entry 3:
Formula: C9H36O9
Source: OMol25
Level of theory: the ωB97M-V functional and the def2-TZVPD basis

The molar mass comes out at 288.4 g/mol. The calculation puts the energy relative to the best compared isomer or geometry (same formula, charge and spin) at 372.5 kcal/mol. As for the HOMO-LUMO gap: 8.41 eV. The lowest unoccupied orbital energy comes out at 0.22 eV. The calculated total energy is -1041.07711 Ha. For the HOMO energy, the calculation gives -8.1903 eV.

```
54
Properties=species:S:1:pos:R:3:forces:R:3:lowdin_charge:R:1
C 18.926 12.114 18.651 0.80 -0.59 -1.51 -0.056
O 20.097 11.594 17.981 -1.97 8.12 8.04 -0.118
H 18.880 13.180 18.431 -0.12 -1.10 0.38 0.028
H 18.065 11.694 18.131 -0.43 -0.05 0.44 0.107
H 18.950 11.846 19.707 -0.05 0.10 -0.12 0.115
H 20.093 11.811 17.047 0.18 0.33 -1.34 -0.048
C 16.836 14.089 19.780 0.00 -0.41 -1.60 -0.197
O 15.618 13.561 19.347 -1.49 -0.01 0.24 -0.077
H 17.573 13.467 19.272 -0.67 0.28 0.60 0.020
H 17.063 15.074 19.374 -0.36 0.31 0.36 0.108
H 16.996 14.031 20.857 -1.48 0.17 -0.84 0.058
H 15.220 14.108 18.665 0.15 0.04 0.05 0.084
C 19.031 11.391 15.209 1.82 -0.45 -1.58 -0.045
O 20.077 10.997 16.115 -0.28 2.52 -6.21 -0.136
H 19.225 12.411 14.876 -0.49 -0.34 0.33 0.062
H 19.295 10.750 14.368 -1.06 0.22 -0.64 0.099
H 18.029 11.190 15.588 0.07 0.43 -0.11 0.099
H 19.713 10.166 16.429 1.40 -0.12 0.22 -0.038
C 22.583 10.350 17.408 0.28 -0.80 0.48 -0.121
O 22.569 9.107 18.136 4.32 0.24 -1.29 -0.165
H 23.618 10.680 17.311 0.01 -0.10 0.00 0.082
H 22.119 10.288 16.424 0.37 -0.44 -0.16 0.073
H 21.990 11.124 17.895 0.87 -0.03 0.28 0.071
H 21.667 8.960 18.431 0.63 0.04 -1.54 -0.072
C 19.155 14.582 15.736 0.09 -0.50 0.68 -0.162
O 18.366 14.431 16.879 -4.41 -3.08 -6.46 -0.130
H 18.604 14.444 14.806 -0.14 0.23 0.05 0.086
H 19.652 15.552 15.746 0.15 0.40 -0.36 0.081
H 19.927 13.814 15.782 0.55 0.17 -0.42 0.066
H 18.886 14.740 17.624 -0.99 -1.06 -1.18 -0.260
C 18.133 9.015 16.753 -0.65 0.17 -0.23 -0.075
O 19.290 9.021 15.896 -2.19 -4.77 0.08 -0.111
H 18.120 8.308 17.583 0.59 -0.08 -0.20 0.099
H 18.107 10.031 17.148 -0.41 -0.38 0.39 0.057
H 17.231 8.863 16.161 -0.06 0.02 -0.05 0.101
H 19.065 8.521 15.108 0.28 -0.07 -0.05 0.131
C 20.386 14.742 18.953 5.22 0.67 2.37 -0.122
O 19.331 15.335 18.395 0.60 5.67 4.70 0.012
H 20.512 13.673 18.784 -0.20 0.39 -0.06 0.106
H 21.278 15.243 18.576 0.48 -0.33 -0.16 0.120
H 20.388 14.997 20.013 0.59 -0.54 -0.44 0.073
H 19.538 16.170 17.970 0.06 0.16 0.16 0.166
C 20.556 9.263 19.789 0.54 -0.98 -0.50 -0.056
O 20.455 9.564 18.353 -3.45 -6.01 4.43 -0.164
H 20.219 9.957 20.560 -0.56 0.42 -0.59 0.081
H 20.185 8.259 19.995 -0.70 0.12 -0.06 0.088
H 21.622 9.125 19.972 0.11 0.37 0.53 0.084
H 20.284 10.505 18.273 0.05 0.88 -0.04 -0.186
C 18.914 14.174 21.230 2.18 -0.24 1.04 -0.184
O 20.231 13.775 21.695 -0.52 -0.26 0.17 -0.111
H 19.009 15.257 21.315 -0.92 0.06 0.02 0.115
H 18.772 13.893 20.187 0.48 0.17 1.20 -0.003
H 18.101 13.755 21.822 0.78 0.08 0.57 0.091
H 20.201 12.890 22.064 -0.06 -0.07 -0.06 0.077
```
Positions in Å, forces in eV/Å.